(1)
{
  "formula": "C24H58AsMgN3O2S3SbSi6",
  "method": "the ωB97M-V functional and the def2-TZVPD basis",
  "species": ["Mg", "S", "Sb", "S", "S", "N", "N", "C", "O", "O", "H", "H", "H", "C", "Si", "C", "C", "C", "Si", "C", "C", "C", "Si", "C", "C", "C", "C", "C", "C", "C", "N", "H", "H", "H", "H", "H", "H", "H", "H", "H", "H", "H", "H", "H", "H", "H", "H", "H", "H", "H", "H", "H", "H", "H", "H", "H", "H", "H", "H", "C", "Si", "C", "C", "As", "Si", "C", "C", "C", "Si", "C", "C", "C", "H", "H", "H", "H", "H", "H", "H", "H", "H", "H", "H", "H", "H", "H", "H", "H", "H", "H", "H", "H", "H", "H", "H", "H", "H", "H", "H"],
  "positions_angstrom": [[-0.64677, -0.52307, -0.77136], [4.29077, 1.03940, -5.94171], [2.27868, 1.72137, -5.06181], [2.29826, 0.59990, -2.82483], [0.55468, 1.36993, -1.95445], [1.16296, -1.80594, -1.04870], [1.07387, -2.67965, 0.05185], [0.50507, -2.14867, 1.23987], [0.67441, -2.80782, 2.26892], [-0.14676, -1.06364, 1.09464], [1.14273, -2.31585, -1.92340], [1.99458, -1.21855, -1.04068], [1.86037, -3.28717, 0.22728], [-3.63208, -2.27353, -4.44847], [-2.39662, -1.32578, -3.35666], [-2.93081, 0.48187, -3.48616], [-0.74254, -1.43597, -4.24077], [-2.32777, -1.91848, -1.59431], [-2.16746, -3.74779, -1.41291], [-1.85189, -4.42696, 0.32307], [-3.75081, -4.69727, -1.89042], [-0.86265, -4.53065, -2.53782], [-3.70105, -1.28204, -0.59031], [-5.45322, -1.34539, -1.31860], [-3.86351, -1.99135, 1.15054], [-3.40657, 0.57515, -0.20546], [-4.41306, 1.48851, 0.10845], [-4.08297, 2.78230, 0.47598], [-2.74792, 3.14944, 0.53442], [-1.79521, 2.20029, 0.20662], [-2.11975, 0.95955, -0.15565], [-3.79727, -1.70424, -5.36957], [-4.59823, -2.42243, -3.95929], [-3.24422, -3.25650, -4.73326], [-2.89361, 0.76126, -4.54436], [-2.24430, 1.14849, -2.95857], [-3.94914, 0.66001, -3.12635], [-0.84011, -1.04616, -5.25966], [-0.37153, -2.45989, -4.31495], [0.02510, -0.82364, -3.75408], [-2.79865, -4.63462, 0.82936], [-1.24587, -3.81365, 0.98696], [-1.33105, -5.38396, 0.20521], [-4.60023, -4.38373, -1.27394], [-3.59224, -5.76557, -1.70261], [-4.03325, -4.57160, -2.93791], [0.13948, -4.12177, -2.39628], [-1.12108, -4.43684, -3.59485], [-0.81892, -5.59860, -2.29853], [-5.67022, -2.35557, -1.67625], [-5.56984, -0.66585, -2.16740], [-6.20736, -1.08818, -0.56707], [-4.33843, -2.97604, 1.15413], [-4.48734, -1.31410, 1.74321], [-2.88991, -2.07500, 1.63914], [-5.44932, 1.17667, 0.05779], [-4.85866, 3.50060, 0.71627], [-2.43720, 4.14634, 0.81665], [-0.73406, 2.42183, 0.21950], [1.46949, -0.06243, 4.39841], [1.61425, 1.68086, 3.72974], [-0.08155, 2.49944, 3.77526], [2.72710, 2.64285, 4.91290], [2.14038, 1.52055, 1.45102], [2.68146, 3.70851, 0.77560], [1.06925, 4.55556, 0.31605], [3.77504, 3.65425, -0.73705], [3.49704, 4.80931, 2.07713], [4.23664, 0.45754, 1.57733], [3.90177, -1.36301, 1.92760], [5.13934, 0.58573, -0.06119], [5.39705, 1.09899, 2.92527], [1.01191, -0.03267, 5.39375], [2.45088, -0.53387, 4.49995], [0.86454, -0.70296, 3.74969], [-0.44329, 2.59451, 4.80439], [-0.79825, 1.89893, 3.20942], [-0.05608, 3.49830, 3.33020], [2.22825, 2.65141, 5.88925], [2.89445, 3.67593, 4.60772], [3.70089, 2.16575, 5.03706], [0.59509, 4.01143, -0.50427], [1.28480, 5.57299, -0.02742], [0.37827, 4.61899, 1.16187], [3.45313, 2.88366, -1.44413], [4.82349, 3.48373, -0.48493], [3.69997, 4.62136, -1.24597], [2.80677, 5.05249, 2.88811], [3.78334, 5.74759, 1.58815], [4.39426, 4.36492, 2.51328], [3.90170, -1.91946, 0.98583], [2.95224, -1.57041, 2.42371], [4.70886, -1.76819, 2.54805], [4.46777, 0.70209, -0.91545], [5.71064, -0.33669, -0.21000], [5.84375, 1.42046, -0.07369], [5.10090, 0.72649, 3.90944], [5.42532, 2.18949, 2.96965], [6.40964, 0.73615, 2.71782]],
  "atomic_forces_ev_per_a": [[0.4269, -0.0319, -0.0983], [0.0133, -0.0076, 0.0118], [-0.0410, 0.0039, 0.0333], [0.0328, 0.0045, 0.0823], [-0.1653, 0.0275, -0.0926], [-0.0916, -0.0370, 0.1056], [-0.0290, -0.0647, -0.0235], [0.0341, -0.0335, -0.0542], [0.0491, 0.1613, -0.0044], [-0.2139, -0.2109, 0.0624], [0.0010, -0.0167, -0.0033], [0.0178, 0.0193, -0.0464], [0.0571, 0.0532, 0.0264], [0.0233, -0.0040, -0.0583], [0.0423, -0.0307, 0.1534], [-0.0386, 0.0032, -0.0397], [0.0105, 0.0488, -0.0273], [0.0010, 0.1374, -0.0557], [-0.0068, 0.1101, -0.0004], [0.0146, -0.0584, 0.0088], [-0.0196, -0.0241, 0.0118], [0.0001, -0.0367, 0.0251], [-0.0323, 0.0918, -0.0028], [-0.0230, 0.0141, -0.0229], [-0.0295, -0.0305, 0.0090], [-0.0982, 0.0392, 0.0294], [0.0347, -0.0087, -0.0216], [-0.0433, 0.0268, 0.0100], [0.0714, -0.0366, -0.0276], [-0.0166, 0.0142, 0.0228], [0.0218, -0.0911, 0.0561], [-0.0045, -0.0377, -0.0018], [0.0256, 0.0360, -0.0087], [-0.0153, 0.0171, 0.0246], [-0.0274, 0.0140, 0.0112], [-0.0049, -0.0411, -0.0083], [0.0402, 0.0069, -0.0031], [-0.0057, -0.0172, 0.0165], [0.0051, -0.0050, 0.0021], [-0.0521, -0.0400, -0.0141], [0.0246, 0.0047, -0.0157], [-0.0103, 0.0060, -0.0507], [-0.0147, 0.0047, 0.0375], [0.0336, -0.0084, -0.0065], [-0.0187, 0.0099, -0.0245], [0.0162, 0.0055, 0.0300], [-0.0202, -0.0054, 0.0127], [-0.0013, 0.0141, 0.0088], [0.0197, 0.0142, -0.0303], [-0.0036, 0.0244, 0.0327], [0.0112, -0.0294, 0.0234], [0.0160, 0.0029, -0.0163], [0.0222, 0.0155, -0.0036], [-0.0087, -0.0310, 0.0008], [-0.0195, 0.0273, -0.0247], [0.0013, 0.0094, 0.0036], [-0.0090, 0.0008, 0.0006], [-0.0199, 0.0055, 0.0030], [-0.0050, 0.0006, 0.0089], [0.0063, 0.0166, 0.0523], [-0.0993, -0.0459, -0.1680], [0.0040, 0.0107, 0.0414], [-0.0104, -0.0097, 0.0508], [0.1758, -0.0226, 0.0371], [-0.0729, -0.1201, 0.0364], [0.0413, 0.0477, -0.0054], [-0.0405, 0.0777, -0.0348], [0.0350, 0.0576, -0.0538], [-0.1557, 0.1025, -0.0158], [0.0766, -0.0351, -0.0119], [0.0643, -0.0168, 0.0024], [0.0142, -0.0709, 0.0294], [-0.0063, -0.0344, -0.0199], [-0.0067, 0.0204, 0.0064], [0.0088, 0.0294, 0.0122], [-0.0133, -0.0020, -0.0225], [0.0212, 0.0018, 0.0055], [0.0080, -0.0132, 0.0158], [0.0517, 0.0214, 0.0027], [-0.0258, -0.0209, -0.0085], [-0.0263, 0.0061, -0.0193], [0.0180, 0.0053, 0.0007], [-0.0368, 0.0006, 0.0156], [0.0027, -0.0214, -0.0246], [-0.0139, 0.0065, 0.0317], [-0.0182, -0.0141, -0.0103], [0.0486, -0.0201, -0.0085], [0.0029, -0.0099, -0.0270], [0.0166, -0.0015, 0.0529], [-0.0215, -0.0103, -0.0198], [-0.0107, 0.0126, 0.0049], [0.0235, 0.0424, 0.0112], [-0.0224, -0.0368, -0.0336], [-0.0275, -0.0438, 0.0264], [0.0332, 0.0398, -0.0150], [-0.0198, -0.0014, 0.0032], [0.0009, 0.0212, -0.0202], [0.0011, -0.0148, -0.0382], [-0.0050, 0.0089, 0.0412]],
  "total_charge": -2,
  "s_squared": 0.76,
  "spin_multiplicity": 2,
  "homo_lumo_gap_ev": [4.427, 5.726]
}

***

(2)
{
  "formula": "C24H58Br6N2O8",
  "method": "the ωB97M-V functional and the def2-TZVPD basis",
  "species": ["C", "N", "O", "O", "H", "H", "H", "C", "N", "O", "O", "H", "H", "H", "Br", "C", "C", "Br", "H", "H", "H", "H", "Br", "C", "C", "Br", "H", "H", "H", "H", "Br", "C", "C", "Br", "H", "H", "H", "H", "C", "C", "O", "C", "C", "H", "H", "H", "H", "H", "H", "H", "H", "H", "H", "C", "C", "O", "C", "C", "H", "H", "H", "H", "H", "H", "H", "H", "H", "H", "C", "C", "O", "C", "C", "H", "H", "H", "H", "H", "H", "H", "H", "H", "H", "C", "C", "O", "C", "C", "H", "H", "H", "H", "H", "H", "H", "H", "H", "H"],
  "positions_angstrom": [[3.92461, 25.12676, -12.94458], [5.05367, 25.38508, -13.90015], [5.07962, 24.72860, -14.92302], [5.89809, 26.22950, -13.56740], [3.15900, 24.45249, -13.32837], [3.57459, 26.13771, -12.73586], [4.44580, 24.72316, -12.07649], [-0.09311, 23.17387, -14.71781], [0.42194, 24.40306, -14.00292], [-0.02347, 24.60161, -12.84668], [1.20702, 25.16380, -14.58525], [-1.07325, 22.88721, -14.33670], [0.58120, 22.35578, -14.46457], [-0.18604, 23.40383, -15.77922], [0.85127, 24.64539, -18.03213], [2.03850, 22.94112, -18.18903], [3.01859, 22.95731, -16.98949], [4.35799, 21.59653, -17.02759], [2.67575, 22.93217, -19.07330], [1.37114, 22.08110, -18.24475], [2.60099, 22.99721, -15.98345], [3.51577, 23.92702, -16.96528], [-3.37445, 22.52636, -16.72619], [-4.31452, 22.20511, -15.02226], [-3.95525, 20.92596, -14.40493], [-4.55778, 19.49725, -15.51756], [-5.36305, 22.39645, -15.25044], [-4.02978, 22.99420, -14.32630], [-4.46166, 20.91778, -13.43975], [-2.87119, 20.81231, -14.40453], [-0.84533, 29.43029, -14.04538], [-1.33747, 27.55381, -13.37109], [-2.64982, 27.07221, -13.99386], [-2.40868, 26.59508, -15.91349], [-1.48515, 27.75603, -12.31025], [-0.51774, 26.84027, -13.45478], [-3.49150, 27.73874, -13.80564], [-3.00903, 26.19736, -13.45192], [6.72653, 29.03382, -18.06153], [5.19691, 28.98120, -18.12821], [4.75820, 28.10083, -17.11676], [3.31757, 27.92142, -16.98410], [2.90584, 27.20704, -15.70623], [7.08652, 28.01839, -18.22710], [7.12544, 29.61836, -18.89056], [7.14442, 29.34870, -17.10534], [4.79519, 29.98353, -17.97967], [4.79889, 28.59481, -19.06649], [2.90130, 28.92137, -16.86198], [2.95177, 27.38344, -17.85867], [3.54590, 27.54481, -14.89116], [2.91245, 26.12195, -15.80929], [1.87648, 27.44647, -15.43943], [-1.80569, 23.71797, -10.15171], [-3.16202, 24.33904, -9.97231], [-4.10365, 23.33927, -10.01768], [-5.37024, 23.64305, -10.61918], [-6.35499, 22.54406, -10.62601], [-1.54071, 23.01698, -9.36021], [-1.65516, 23.13154, -11.05810], [-1.13913, 24.57767, -10.08306], [-3.17180, 24.73545, -8.95700], [-3.30498, 25.16149, -10.67321], [-5.74018, 24.59037, -10.22699], [-5.14891, 23.83078, -11.66984], [-7.27614, 23.05359, -10.90878], [-6.49840, 22.18913, -9.60544], [-6.05261, 21.73869, -11.29537], [0.72333, 20.00205, -16.43169], [1.44997, 19.70398, -15.04250], [0.44774, 19.87904, -14.04540], [0.94960, 19.99023, -12.76310], [-0.19825, 20.12464, -11.71391], [0.27204, 20.98764, -16.31737], [1.37681, 20.02753, -17.30370], [-0.15025, 19.39972, -16.68102], [1.94431, 18.73881, -14.93216], [2.18607, 20.48574, -14.85515], [1.57211, 19.16099, -12.42701], [1.64857, 20.81343, -12.61514], [-0.76239, 21.01181, -12.00162], [0.25620, 20.43115, -10.77177], [-0.86585, 19.27135, -11.59434], [5.09145, 21.78989, -10.15559], [3.60227, 21.46217, -10.25274], [2.78321, 22.52865, -10.83435], [2.00865, 23.26090, -9.84601], [2.88023, 24.41577, -9.37935], [5.30075, 22.41085, -9.28456], [5.66832, 20.87433, -10.02491], [5.42048, 22.49740, -10.91669], [3.28287, 20.67045, -10.93043], [3.25837, 21.12874, -9.27362], [1.16189, 23.60384, -10.44055], [1.54066, 22.65764, -9.06808], [2.40141, 25.15468, -8.73681], [3.18919, 24.95275, -10.27618], [3.74659, 24.18045, -8.76117]],
  "atomic_forces_ev_per_a": [[0.7761, 0.5751, 0.2394], [0.3533, 0.0759, -0.1280], [0.3300, 0.3302, 0.2470], [-1.0740, -1.1014, -0.4712], [0.2371, 0.3647, -0.2517], [-0.4061, -0.3290, 0.1714], [-0.2600, -0.0058, 0.0863], [0.4895, 1.3758, 0.8516], [-2.1989, -3.8021, -1.5009], [-1.0591, 0.6363, 2.9074], [2.1563, 1.9403, -1.6182], [-0.0690, 0.2526, 0.1842], [0.1369, -0.1926, -0.4030], [0.2998, -0.2341, 0.0416], [1.2512, -1.6480, -0.4936], [0.3504, 0.4596, 1.0178], [-1.0122, 1.6794, 0.3243], [0.1438, -0.4130, -0.2495], [-0.4772, 0.5963, -0.2592], [-0.0667, 0.3280, 0.2810], [-0.6071, -0.6329, -0.2101], [0.4105, -0.1420, -0.4992], [-0.1756, 0.0280, 0.4817], [0.0007, 1.9685, -0.7227], [0.1402, -0.1809, -0.2398], [-0.4534, -0.9478, -0.1318], [0.0117, -0.5563, 0.0466], [0.3452, 0.2110, -0.2083], [0.3937, -0.5573, 0.1120], [-0.1264, 0.0432, 0.6579], [-0.1869, -1.3561, 0.2626], [-0.6922, 0.7416, -0.0408], [0.4634, -0.0657, 0.3116], [-0.3830, 0.2845, 1.0987], [-0.1273, -0.0654, -0.0606], [0.1919, 0.2053, -0.4688], [0.3003, 0.5834, -0.8187], [0.6478, -0.5634, -0.2959], [-0.3182, -0.8666, -0.7106], [-0.0354, -0.2817, 0.8350], [-0.4562, -0.5424, 0.8705], [0.7918, 0.7123, 0.3939], [0.4210, -0.3178, -0.3637], [0.0920, -0.1098, 0.0659], [0.0105, 0.2925, 0.1283], [-0.3740, 0.2574, -0.0387], [-0.2804, 0.2578, 0.0710], [0.3414, 0.1616, -0.5359], [-0.2566, 0.2547, -0.7073], [-0.2219, 0.2431, -0.2088], [0.0723, -0.0991, 0.0699], [0.2452, 0.1037, 0.1861], [0.0047, 0.0878, -0.1509], [0.6402, 0.1706, 0.1301], [0.9016, -0.1253, 0.6840], [-2.3697, -1.6978, -0.3305], [2.2286, 1.1071, -0.8215], [-0.3181, 0.0171, 1.1035], [-0.2861, 0.1393, 0.4098], [-0.1114, 0.6370, -0.3610], [0.6127, -0.3209, -0.3862], [-0.1033, 0.6213, 0.1656], [-0.2730, -0.0555, -0.3142], [-0.3201, -0.0208, 0.3741], [0.0413, 0.4495, -0.3896], [-0.2591, -0.5612, -0.3788], [-0.0658, -0.3641, -0.0433], [-0.2779, 0.0140, 0.0936], [0.3029, 0.1356, 1.1757], [-1.3461, 0.9662, -1.0729], [-0.2967, -0.5502, -0.5393], [-0.3712, -0.2921, 2.1843], [0.8106, 1.0928, -0.9488], [0.2736, 0.2337, 0.0045], [0.2633, -0.1529, 0.2546], [0.2653, -0.6433, 0.3795], [-0.1126, -0.2415, -0.2391], [0.3887, 0.0606, -0.3312], [0.0469, -0.8640, -0.4552], [-0.2049, 0.7502, -0.3885], [-0.3761, -0.0849, -0.1033], [0.0358, -0.3848, 0.2111], [0.2587, -0.0607, -0.1400], [-0.4509, 0.6625, 0.3754], [-0.8996, 0.5788, -1.0156], [0.1175, -0.7248, 2.0973], [0.3897, 0.4911, -1.3167], [-0.2726, 0.7083, 0.4416], [-0.3059, -0.2324, 0.5137], [0.2310, 0.1332, -0.4821], [0.1052, -0.7923, -0.7253], [1.0712, -0.5511, -0.0607], [-0.3390, 0.3576, 0.2116], [0.0270, 0.4990, 0.0063], [0.5568, -0.4521, 0.2173], [-0.6933, -0.0086, -0.1315], [0.1767, -0.0252, 0.1533], [0.2170, -0.6581, -0.3671]],
  "total_charge": -1,
  "s_squared": 0.75,
  "spin_multiplicity": 2,
  "homo_lumo_gap_ev": [3.861, 7.385]
}